The following is a DFT calculation (ωB97M-V/def2-TZVPD) of a molecular structure, C32H39N5O3PY.

Computed properties:
lowest unoccupied orbital energy: -0.20737 Eh
E_tot: -2121.6814 hartree
charge: +2
gap between HOMO and LUMO: 8.0 eV
HOMO energy: -13.67 eV

Atoms and positions in Å:
Y: -0.696530 1.205706 0.254690
N: -0.792087 0.866182 2.774356
C: -2.011851 0.126779 3.210523
C: -2.792160 -0.395205 2.015648
N: -2.955545 0.639243 0.962378
C: -3.792221 1.809034 1.319775
C: -3.016911 2.941382 1.983678
N: -1.798533 3.312824 1.210917
H: 0.033544 0.340665 3.066267
H: -0.721434 1.726640 3.310436
H: -2.635671 0.778083 3.819776
H: -1.738798 -0.716584 3.844958
H: -3.762450 -0.774225 2.347415
H: -2.254605 -1.231700 1.556856
H: -3.396315 0.169815 0.175726
H: -4.620086 1.516746 1.971940
H: -4.234423 2.181066 0.393764
H: -2.705049 2.670959 2.988833
H: -3.688166 3.795191 2.089846
H: -1.252517 3.957388 1.778314
H: -2.090722 3.860949 0.405578
C: -0.801797 -0.048705 -4.390521
C: 0.070218 -0.721822 -3.323971
C: 1.545224 -0.674043 -3.692897
O: -0.367100 -2.047262 -3.075366
C: -0.190288 0.019087 -2.023588
O: 0.528522 1.000442 -1.670680
O: -1.184345 -0.317157 -1.287793
H: -0.623314 -0.526860 -5.354264
H: -0.554225 1.010270 -4.491650
H: -1.857064 -0.164678 -4.141147
H: 1.691698 -1.200339 -4.637504
H: 2.149458 -1.156871 -2.925585
H: 1.887177 0.352213 -3.816117
H: -0.193172 -2.578627 -3.860860
N: -5.460139 1.389394 -4.567745
C: -4.559145 1.907496 -4.081171
C: -3.444172 2.551061 -3.445174
C: -2.874322 3.713431 -3.951739
C: -1.787883 4.255647 -3.284176
C: -1.323239 3.625078 -2.145909
N: -1.872730 2.508543 -1.643618
C: -2.909397 1.982814 -2.295495
H: -3.270779 4.171924 -4.847639
H: -1.302571 5.151581 -3.643538
H: -0.461859 4.024601 -1.620316
H: -3.319145 1.054806 -1.917733
C: 3.172415 0.124269 5.134917
C: 3.784986 0.618011 3.991987
C: 3.297422 0.287463 2.734758
C: 2.188740 -0.547714 2.604219
C: 1.582600 -1.047309 3.762114
C: 2.072010 -0.713172 5.017754
P: 1.450221 -0.875291 0.958366
C: 0.866577 -2.591907 1.078414
C: -0.243304 -2.993214 0.335218
C: -0.665595 -4.316242 0.369073
C: 0.015485 -5.244198 1.140536
C: 1.131763 -4.855059 1.871884
C: 1.558823 -3.538498 1.839860
C: 2.854597 -0.907546 -0.193029
C: 3.438354 -2.102823 -0.607262
C: 4.521744 -2.082652 -1.474558
C: 5.032605 -0.875135 -1.927453
C: 4.452202 0.320099 -1.523386
C: 3.361217 0.301387 -0.670762
H: 3.562031 0.375279 6.112097
H: 4.657295 1.252384 4.076485
H: 3.806831 0.659871 1.855286
H: 0.750315 -1.739766 3.685321
H: 1.606366 -1.126445 5.902940
H: -0.759543 -2.292490 -0.307994
H: -1.521088 -4.620198 -0.219441
H: -0.314053 -6.274277 1.166422
H: 1.674117 -5.580845 2.462902
H: 2.436203 -3.248863 2.404665
H: 3.047459 -3.051416 -0.264849
H: 4.968231 -3.014793 -1.793810
H: 5.880142 -0.864499 -2.599601
H: 4.843266 1.263151 -1.881413
H: 2.896510 1.239511 -0.387109

Force components x, y, z for each atom (eV/Å):
Y 0.041 -0.006 -0.024
N 0.013 0.013 0.013
C -0.006 0.002 -0.010
C 0.010 0.006 0.005
N -0.025 -0.008 -0.008
C 0.014 0.006 0.002
C -0.012 -0.009 -0.003
N -0.005 0.018 -0.008
H -0.002 0.002 -0.001
H -0.001 0.002 -0.005
H 0.001 -0.004 0.006
H 0.001 -0.001 0.001
H 0.000 -0.005 -0.002
H 0.001 0.002 -0.002
H 0.000 -0.002 0.002
H -0.002 -0.003 -0.004
H -0.002 -0.001 0.002
H 0.000 0.002 0.003
H 0.002 0.001 0.002
H 0.003 -0.003 -0.001
H -0.002 0.003 0.004
C -0.004 0.006 0.009
C 0.010 0.007 0.011
C -0.006 0.004 0.003
O -0.005 -0.001 -0.007
C -0.009 -0.037 -0.025
O -0.026 0.010 0.020
O 0.008 0.015 0.005
H 0.001 -0.003 0.001
H 0.001 -0.002 -0.003
H 0.000 0.003 -0.005
H 0.000 0.001 -0.001
H -0.002 0.002 -0.006
H 0.001 -0.003 -0.002
H 0.002 -0.004 0.004
N 0.018 -0.038 0.003
C -0.037 0.068 -0.008
C 0.015 -0.035 -0.005
C 0.007 0.000 0.003
C -0.009 -0.002 -0.005
C 0.009 -0.003 0.008
N -0.016 0.016 0.010
C 0.005 0.001 0.004
H 0.000 0.000 -0.001
H 0.002 0.000 0.001
H 0.000 0.001 0.000
H -0.002 -0.001 -0.004
C 0.002 0.000 -0.004
C -0.002 -0.003 0.008
C -0.006 -0.005 -0.005
C 0.022 0.006 -0.007
C -0.006 0.003 0.001
C -0.002 -0.002 0.004
P -0.015 -0.010 0.014
C -0.006 -0.008 -0.007
C 0.003 0.005 0.004
C -0.003 0.011 -0.004
C -0.002 -0.003 0.003
C 0.002 0.000 -0.001
C 0.012 -0.007 -0.001
C -0.002 0.000 0.009
C 0.000 0.005 0.000
C -0.001 -0.005 0.000
C 0.003 0.001 0.003
C 0.004 0.000 -0.006
C -0.003 0.001 0.000
H 0.000 0.000 0.001
H 0.000 0.001 0.000
H 0.000 0.003 0.004
H 0.002 -0.001 0.004
H 0.000 0.001 0.001
H -0.002 -0.002 -0.002
H 0.000 -0.002 -0.001
H -0.001 0.000 0.001
H 0.001 -0.002 -0.001
H -0.001 -0.006 0.000
H 0.002 -0.003 0.000
H 0.001 0.001 0.000
H 0.000 0.002 -0.001
H 0.002 -0.001 -0.001
H 0.003 0.001 -0.001